*i*
Below is the molecule C4H6O, with properties calculated with the ωB97M-V functional and the def2-TZVPD basis.

Output
HOMO energy = -9.456 eV
SMILES = C=C=COC

The geometry in XYZ format:
```
11
Properties=species:S:1:pos:R:3:nbo_charge:R:1
C 1.34 -1.62 0.97 -0.449
C 1.14 -0.55 0.25 0.026
C 0.80 0.57 -0.33 0.030
O -0.31 1.23 0.14 -0.531
C -1.54 0.93 -0.50 -0.247
H 1.86 -1.56 1.92 0.220
H 0.95 -2.59 0.66 0.218
H 1.36 1.04 -1.14 0.191
H -1.54 -0.09 -0.92 0.178
H -1.74 1.65 -1.30 0.172
H -2.32 1.00 0.26 0.191
```


*ii*
Below is the molecule C4H6O, with properties calculated with the ωB97M-V functional and the def2-TZVPD basis.

Output
HOMO energy = -9.546 eV
SMILES = C#CCCO

The geometry in XYZ format:
```
11
Properties=species:S:1:pos:R:3:nbo_charge:R:1
C -1.88 0.33 -0.38 -0.406
C -0.84 -0.30 -0.53 0.146
C 0.61 -0.56 -0.67 -0.513
C 1.00 0.16 0.64 -0.060
O -0.14 -0.04 1.47 -0.759
H -2.69 0.79 -0.88 0.254
H 0.95 -0.13 -1.62 0.238
H 0.88 -1.62 -0.64 0.234
H 1.20 1.23 0.46 0.170
H 1.89 -0.28 1.11 0.197
H -0.98 0.42 1.06 0.500
```


The most stable of them is *i*.


*i*
Below is the molecule C4H6O, with properties calculated with the ωB97M-V functional and the def2-TZVPD basis.

Output
HOMO energy = -9.262 eV
SMILES = C=C=COC

The geometry in XYZ format:
```
11
Properties=species:S:1:pos:R:3:nbo_charge:R:1
C 0.93 -1.45 0.85 -0.395
C 1.34 -0.56 -0.01 -0.005
C 1.06 0.63 -0.48 0.022
O -0.05 1.20 0.11 -0.538
C -1.30 0.71 -0.34 -0.251
H 1.20 -1.34 1.90 0.216
H 0.17 -2.18 0.57 0.211
H 1.56 1.24 -1.23 0.197
H -1.21 -0.25 -0.88 0.178
H -1.73 1.45 -1.01 0.178
H -1.96 0.55 0.52 0.186
```


*ii*
Below is a structure of composition C4H6O, with properties calculated with the ωB97M-V functional and the def2-TZVPD basis.

Output
HOMO energy = -9.285 eV

The geometry in XYZ format:
```
11
Properties=species:S:1:pos:R:3:nbo_charge:R:1
C -1.17 -0.51 -0.09 -0.456
C 0.02 -0.11 0.74 -0.298
C 1.30 -0.16 -0.11 -0.060
O 0.75 0.72 -1.11 -0.515
C -0.44 0.79 -0.38 0.113
H -2.15 -0.24 0.30 0.221
H -1.18 -1.47 -0.61 0.219
H 0.02 0.00 1.81 0.218
H 1.63 -1.09 -0.59 0.177
H 2.14 0.31 0.41 0.183
H -0.97 1.74 -0.36 0.198
```


*iii*
Below is the molecule C4H6O, with properties calculated with the ωB97M-V functional and the def2-TZVPD basis.

Output
HOMO energy = -9.181 eV
SMILES = C1=CCOC1

The geometry in XYZ format:
```
11
Properties=species:S:1:pos:R:3:nbo_charge:R:1
C 0.68 0.90 -0.13 -0.218
C 1.06 -0.36 0.03 -0.218
C -0.15 -1.25 0.08 -0.099
O -1.23 -0.40 -0.29 -0.519
C -0.83 0.94 -0.10 -0.097
H 1.31 1.77 -0.20 0.218
H 2.08 -0.73 0.14 0.218
H -0.32 -1.67 1.09 0.170
H -0.11 -2.09 -0.63 0.189
H -1.18 1.32 0.88 0.167
H -1.30 1.57 -0.86 0.189
```


The most stable of them is *iii*.


*i*
Below is the molecule C8H12, with properties calculated with the ωB97M-V functional and the def2-TZVPD basis.

Output
HOMO energy = -8.483 eV
SMILES = C=C/C=C/CC(=C)C

The geometry in XYZ format:
```
20
Properties=species:S:1:pos:R:3:nbo_charge:R:1
C 4.19 0.45 -0.18 -0.391
C 2.90 0.49 -0.53 -0.202
C 1.80 -0.10 0.26 -0.227
C 0.57 -0.14 -0.23 -0.145
C -0.70 -0.57 0.49 -0.496
C -2.02 -0.14 -0.05 0.033
C -2.37 -0.30 -1.33 -0.410
C -3.00 0.44 0.96 -0.642
H 4.51 0.15 0.81 0.196
H 4.94 0.70 -0.92 0.202
H 2.49 0.80 -1.49 0.202
H 1.98 -0.40 1.32 0.196
H 0.46 -0.33 -1.31 0.191
H -0.60 -1.68 0.53 0.236
H -0.56 -0.40 1.56 0.216
H -1.56 -0.65 -1.96 0.185
H -3.36 -0.17 -1.73 0.205
H -4.04 0.23 0.77 0.220
H -2.94 1.55 1.08 0.223
H -2.67 0.07 1.94 0.207
```


*ii*
Below is the molecule C8H12, with properties calculated with the ωB97M-V functional and the def2-TZVPD basis.

Output
HOMO energy = -8.764 eV
SMILES = C=C(C)C(=C)/C=C/C

The geometry in XYZ format:
```
20
Properties=species:S:1:pos:R:3:nbo_charge:R:1
C 2.44 -1.51 0.24 -0.388
C 1.14 -1.25 0.17 -0.008
C 0.10 -2.38 0.21 -0.659
C 0.62 0.10 0.46 -0.061
C 0.84 0.76 1.60 -0.370
C -0.27 0.69 -0.57 -0.224
C -1.41 1.33 -0.40 -0.156
C -2.14 2.20 -1.36 -0.650
H 2.82 -2.51 0.19 0.192
H 3.16 -0.69 0.27 0.202
H -0.89 -2.03 0.50 0.229
H 0.32 -3.09 1.01 0.222
H 0.31 -2.94 -0.70 0.231
H 0.31 1.69 1.81 0.198
H 1.41 0.37 2.43 0.200
H 0.20 0.65 -1.54 0.195
H -1.88 1.20 0.58 0.192
H -1.87 3.24 -1.24 0.223
H -3.23 2.23 -1.22 0.217
H -1.98 1.94 -2.41 0.217
```


*iii*
Below is the molecule C8H12, with properties calculated with the ωB97M-V functional and the def2-TZVPD basis.

Output
HOMO energy = -7.761 eV
SMILES = C=CC1=C(C)C1(C)C

The geometry in XYZ format:
```
20
Properties=species:S:1:pos:R:3:nbo_charge:R:1
C 2.62 -0.55 -0.63 -0.330
C 1.33 -0.69 -0.96 -0.243
C 0.30 -0.39 0.05 -0.081
C -0.04 0.01 1.27 0.012
C 0.54 1.12 2.09 -0.683
C -1.02 0.01 -0.36 0.039
C -1.18 1.02 -1.45 -0.664
C -2.18 -0.93 0.03 -0.632
H 2.71 -0.10 0.36 0.199
H 3.46 -0.92 -1.21 0.207
H 0.94 -1.09 -1.89 0.206
H 1.58 1.43 1.90 0.191
H 0.66 0.86 3.14 0.226
H -0.08 2.02 2.07 0.236
H -2.18 1.42 -1.46 0.224
H -0.88 0.50 -2.36 0.222
H -0.61 1.96 -1.28 0.225
H -1.84 -1.97 -0.09 0.206
H -2.97 -0.95 -0.74 0.203
H -2.47 -0.73 1.05 0.236
```


The most stable of them is *ii*.


*i*
Below is the molecule C20H31N5O4, with properties calculated with the ωB97M-V functional and the def2-TZVPD basis.

Output
HOMO energy = -8.746 eV
SMILES = CC(C)Cn1[nH]c(CC(=O)N2CC(CN(C)C(=O)CC(=O)NC3CC3)C2)cc1=O

The geometry in XYZ format:
```
60
Properties=species:S:1:pos:R:3:nbo_charge:R:1
C 0.21 0.20 -2.57 -0.609
C 1.41 0.23 -1.62 -0.253
C 1.99 1.64 -1.55 -0.600
C 2.49 -0.78 -2.05 -0.217
N 2.32 -2.10 -1.46 -0.272
N 2.41 -2.19 -0.07 -0.418
C 1.69 -3.32 0.30 0.232
C 1.68 -3.77 1.73 -0.546
C 0.25 -4.18 2.04 0.700
O -0.13 -5.32 1.90 -0.612
N -0.59 -3.17 2.38 -0.435
C -0.42 -1.72 2.17 -0.203
C -1.89 -1.64 1.68 -0.227
C -2.07 -1.30 0.20 -0.215
N -2.59 0.04 -0.05 -0.425
C -3.76 0.14 -0.89 -0.409
C -1.80 1.09 0.30 0.704
O -0.76 0.89 0.93 -0.675
C -2.27 2.46 -0.13 -0.602
C -1.41 3.70 0.12 0.684
O -1.78 4.76 -0.34 -0.627
N -0.30 3.55 0.87 -0.626
C 0.53 4.67 1.21 -0.060
C 1.99 4.41 1.37 -0.426
C 1.49 5.20 0.19 -0.410
C -2.01 -3.15 2.02 -0.201
C 1.01 -3.81 -0.76 -0.398
C 1.36 -3.00 -1.92 0.614
O 0.93 -3.01 -3.06 -0.635
H 0.52 0.50 -3.57 0.208
H -0.22 -0.79 -2.65 0.229
H -0.56 0.90 -2.24 0.192
H 1.08 -0.05 -0.61 0.218
H 2.35 1.97 -2.53 0.204
H 1.23 2.35 -1.22 0.214
H 2.83 1.69 -0.85 0.202
H 2.48 -0.94 -3.13 0.237
H 3.48 -0.42 -1.77 0.196
H 3.37 -2.16 0.27 0.386
H 2.31 -4.65 1.87 0.260
H 2.03 -2.96 2.38 0.231
H -0.21 -1.17 3.09 0.205
H 0.31 -1.44 1.41 0.214
H -2.52 -1.00 2.29 0.218
H -1.12 -1.44 -0.33 0.217
H -2.78 -1.99 -0.25 0.210
H -4.22 1.12 -0.83 0.217
H -3.52 -0.06 -1.94 0.203
H -4.50 -0.59 -0.56 0.209
H -2.46 2.46 -1.21 0.255
H -3.23 2.68 0.34 0.256
H -0.10 2.62 1.22 0.439
H 0.06 5.40 1.87 0.210
H 2.51 4.93 2.16 0.219
H 2.33 3.40 1.19 0.215
H 1.49 4.71 -0.77 0.221
H 1.66 6.26 0.17 0.220
H -2.22 -3.81 1.17 0.205
H -2.68 -3.40 2.84 0.205
H 0.31 -4.63 -0.75 0.254
```


*ii*
Below is the molecule C20H31N5O4, with properties calculated with the ωB97M-V functional and the def2-TZVPD basis.

Output
HOMO energy = -9.410 eV
SMILES = CN(C[C@@H](O)CNC(=O)c1cnn(CC2CCC2)c1)C(=O)C[C@H]1CCCC(=O)N1

The geometry in XYZ format:
```
60
Properties=species:S:1:pos:R:3:nbo_charge:R:1
C -1.64 2.17 -0.12 -0.420
N -0.67 1.82 -1.15 -0.454
C 0.30 0.78 -0.81 -0.246
C 1.67 1.35 -0.46 0.085
O 1.58 2.41 0.48 -0.729
C 2.58 0.30 0.16 -0.242
N 2.09 -0.19 1.43 -0.609
C 1.41 -1.36 1.53 0.665
O 1.21 -2.09 0.57 -0.643
C 0.92 -1.70 2.88 -0.272
C 1.06 -1.05 4.13 -0.037
N 0.45 -1.72 5.09 -0.260
N -0.09 -2.80 4.48 -0.155
C -0.87 -3.75 5.25 -0.209
C -2.34 -3.70 4.91 -0.221
C -2.82 -4.27 3.55 -0.403
C -4.06 -4.84 4.29 -0.392
C -3.27 -4.72 5.61 -0.395
C 0.17 -2.83 3.17 0.021
C -0.92 2.22 -2.44 0.690
O -1.86 2.95 -2.71 -0.636
C 0.01 1.71 -3.52 -0.515
C 0.00 2.62 -4.75 -0.034
C 0.63 3.98 -4.47 -0.408
C 2.14 3.88 -4.40 -0.401
C 2.68 3.40 -5.74 -0.504
C 1.96 2.19 -6.30 0.678
O 2.47 1.48 -7.15 -0.626
N 0.70 1.96 -5.86 -0.622
H -2.13 3.10 -0.40 0.240
H -2.40 1.39 -0.01 0.196
H -1.12 2.29 0.83 0.205
H -0.10 0.24 0.06 0.224
H 0.39 0.05 -1.61 0.221
H 2.16 1.71 -1.38 0.161
H 1.00 3.09 0.10 0.478
H 2.67 -0.55 -0.51 0.240
H 3.57 0.74 0.30 0.212
H 2.11 0.44 2.21 0.404
H 1.58 -0.14 4.37 0.206
H -0.47 -4.76 5.08 0.201
H -0.70 -3.50 6.30 0.235
H -2.71 -2.69 5.04 0.211
H -2.98 -3.58 2.73 0.212
H -2.17 -5.08 3.22 0.196
H -4.89 -4.13 4.26 0.202
H -4.42 -5.82 4.00 0.207
H -2.74 -5.64 5.84 0.198
H -3.80 -4.39 6.50 0.210
H -0.16 -3.62 2.52 0.237
H 1.03 1.59 -3.16 0.215
H -0.33 0.71 -3.81 0.236
H -1.04 2.77 -5.05 0.226
H 0.35 4.67 -5.28 0.213
H 0.20 4.38 -3.55 0.228
H 2.58 4.85 -4.16 0.218
H 2.45 3.20 -3.61 0.191
H 2.57 4.19 -6.50 0.230
H 3.74 3.15 -5.71 0.239
H 0.27 1.15 -6.27 0.403
```


The most stable of them is *ii*.


*i*
Below is a cluster of 2 separate species, C2H5O2S in total, with properties calculated with the ωB97M-V functional and the def2-TZVPD basis.

Output
HOMO energy = -4.125 eV
total charge = -1

The geometry in XYZ format:
```
10
Properties=species:S:1:pos:R:3:nbo_charge:R:1
C -0.38 -1.61 -0.97 -0.754
S -0.89 0.07 -1.47 -0.207
H 0.44 -2.01 -1.41 0.188
H -1.25 -2.30 -1.03 0.186
H 0.00 -1.58 0.10 0.283
O 1.14 -0.54 1.43 -0.766
C 0.72 0.61 1.68 0.632
O 0.43 1.64 1.00 -0.784
H 0.63 1.09 2.71 0.005
H -0.21 0.79 -0.51 0.215
```


*ii*
Below is a cluster of 2 separate species, C2H5O2S in total, with properties calculated with the ωB97M-V functional and the def2-TZVPD basis.

Output
HOMO energy = -4.314 eV
total charge = -1

The geometry in XYZ format:
```
10
Properties=species:S:1:pos:R:3:nbo_charge:R:1
C -0.29 -1.40 -1.06 -0.759
S -0.69 0.14 -1.91 -0.255
H 0.57 -1.99 -1.44 0.187
H -1.17 -2.04 -1.20 0.192
H 0.09 -1.17 -0.06 0.263
O 1.00 0.28 1.83 -0.762
C 0.48 1.39 1.61 0.637
O -0.05 1.75 0.52 -0.785
H 0.54 2.09 2.47 0.022
H -0.47 0.94 -0.76 0.260
```


The most stable of them is *ii*.


*i*
Below is the molecule C6H12N2O, with properties calculated with the ωB97M-V functional and the def2-TZVPD basis.

Output
HOMO energy = -9.480 eV
SMILES = [H]/N=C(/O)C[C@]1(CC)CN1

The geometry in XYZ format:
```
21
Properties=species:S:1:pos:R:3:nbo_charge:R:1
H 2.22 -0.72 1.50 0.339
N 2.54 -0.21 0.67 -0.759
C 1.61 0.55 0.21 0.588
O 1.95 1.12 -0.94 -0.662
C 0.19 0.72 0.67 -0.493
C -0.80 -0.33 0.16 0.093
C -2.24 -0.05 0.56 -0.402
C -2.84 1.19 -0.09 -0.612
C -0.40 -1.75 -0.01 -0.262
N -0.55 -0.87 -1.17 -0.589
H 2.99 0.89 -0.92 0.503
H -0.14 1.71 0.35 0.235
H 0.18 0.69 1.77 0.228
H -2.28 0.04 1.66 0.208
H -2.85 -0.93 0.30 0.204
H -2.76 1.14 -1.18 0.209
H -3.91 1.28 0.17 0.216
H -2.35 2.12 0.25 0.206
H 0.63 -2.06 0.20 0.209
H -1.16 -2.51 0.17 0.192
H -1.43 -1.05 -1.66 0.351
```


*ii*
Below is a cluster of 3 separate species, C6H12N2O in total, with properties calculated with the ωB97M-V functional and the def2-TZVPD basis.

Output
HOMO energy = -9.129 eV
SMILES = C=C(C)C#N.C=N.CO

The geometry in XYZ format:
```
21
Properties=species:S:1:pos:R:3:nbo_charge:R:1
C 1.90 -1.08 -1.30 -0.288
C 1.02 -1.76 -0.57 -0.141
C 1.20 -3.19 -0.15 -0.616
C -0.16 -1.13 -0.06 0.317
N -1.03 -1.00 0.71 -0.353
H 2.74 -1.57 -1.77 0.208
H 1.79 -0.02 -1.50 0.220
H 0.34 -3.79 -0.45 0.229
H 2.09 -3.61 -0.61 0.226
H 1.29 -3.26 0.93 0.233
C -0.39 1.82 -0.98 0.040
N 0.46 2.56 -0.43 -0.693
H -0.32 0.65 -0.95 0.110
H -1.09 2.25 -1.69 0.172
H 1.10 2.10 0.22 0.325
C -1.80 2.16 1.64 -0.254
O -2.07 1.42 0.47 -0.752
H -2.67 2.15 2.30 0.170
H -0.93 1.76 2.18 0.160
H -1.58 3.18 1.35 0.192
H -1.88 0.40 0.67 0.492
```


The most stable of them is *i*.